Record 1
The following is a quantum chemistry calculation of a 14-piece molecular cluster, C18H40BrCl28O3P overall, from the OMol25 dataset.

Structure (XYZ):
```
91
Properties=species:S:1:pos:R:3:lowdin_charge:R:1
Br -3.14263 -3.45852 -1.66281 0.04
Cl 0.08378 4.55965 -0.76879 0.53
Cl -1.85109 -1.20053 1.93048 0.50
Cl -0.72546 2.44671 2.11633 0.49
Cl 8.07782 5.19745 0.37905 0.50
Cl -3.16339 1.44077 0.94598 0.48
Cl 2.21396 4.43515 1.26191 0.49
Cl -4.34782 -7.26362 -0.90189 0.49
Cl -9.24027 4.39562 0.21553 0.53
Cl -10.51669 0.28623 1.94248 0.54
Cl 4.54222 -6.38234 1.24947 0.50
Cl -2.68111 -7.65389 1.49350 0.49
Cl 6.51682 -0.80292 -0.30305 0.44
Cl 6.51767 -6.80813 3.38122 0.51
Cl -12.11469 4.74210 0.73127 0.52
Cl -6.25447 0.43826 0.91359 0.50
Cl -7.94395 2.59069 5.08551 0.48
Cl 8.57204 -1.17488 1.78330 0.52
Cl -6.25750 3.19164 1.98521 0.49
Cl -6.29779 1.52691 7.27796 0.51
Cl -1.08776 -4.03122 2.25332 0.52
Cl 8.83626 2.57880 1.48118 0.52
Cl 4.73554 2.43464 -0.78394 0.63
Cl 3.61318 3.70749 -3.15768 0.65
Cl 5.71991 -2.94919 -0.19416 0.46
Cl 4.06279 -4.50250 -4.72059 0.53
Cl 1.87418 -4.17554 -2.78448 0.53
Cl -10.33741 2.92244 3.23234 0.48
Cl 6.55646 -2.86454 -3.00386 0.54
P -2.05011 -1.30132 -1.67673 0.54
O 4.63858 1.07322 -3.46650 -0.14
O 2.09804 0.09045 -2.65889 -0.06
O -0.09061 0.42573 -2.52647 -0.15
C -7.22900 1.77251 1.53849 -1.05
C -2.81946 -6.89028 -0.09802 -1.05
C 4.43262 -0.23568 -2.95174 -0.25
C -10.82026 4.78675 -0.47567 -0.99
C 5.59879 -3.71717 -1.78953 -0.96
C 8.24479 -0.82685 0.08236 -0.96
C 1.07176 0.33018 -1.76897 -0.29
C 7.75736 3.97266 1.61609 -1.01
C -1.26355 0.41328 -1.73553 -0.43
C 6.15632 -5.99170 1.85627 -1.05
C -0.64303 -2.34418 2.53986 -1.00
C 2.32118 -4.26954 -4.49540 -0.98
C -2.30306 2.89175 1.45494 -0.99
C -6.34656 2.56001 5.84342 -1.02
C -11.40584 1.63788 2.65870 -0.99
C 1.80609 4.78901 -0.42253 -1.03
C 5.09285 3.16816 -2.35770 -0.91
C 3.27588 -0.32644 -2.02200 -0.24
H 4.32744 -0.93289 -3.77041 0.11
H 2.06197 5.82082 -0.62412 0.03
H -2.87232 3.41693 2.21147 0.02
H -7.93608 2.06556 0.77561 -0.03
H 6.74296 3.62838 1.49151 0.00
H -2.15645 3.51324 0.58203 -0.01
H -1.96076 1.14996 -2.10631 0.08
H -1.01860 0.72195 -0.72189 0.04
H 6.20889 -4.92351 2.01576 -0.01
H 5.73758 4.02279 -2.19956 0.04
H -5.63747 2.17681 5.12056 0.01
H 3.17823 -1.35144 -1.66245 0.11
H -6.08782 3.56800 6.13968 0.02
H 3.47926 0.29654 -1.15159 0.07
H -2.01119 -7.25008 -0.72048 0.02
H 1.25309 1.27174 -1.23983 0.14
H -10.77405 5.78743 -0.88369 0.02
H -11.04645 4.06488 -1.24900 0.03
H 5.30082 -0.54650 -2.38534 0.01
H 2.03966 -3.33905 -4.97061 0.03
H 7.90133 4.41993 2.59064 0.03
H 6.88400 -6.30681 1.11997 0.02
H -12.05891 2.05678 1.90377 -0.01
H 8.65479 0.14488 -0.15713 -0.01
H -2.76108 -5.81600 0.02703 -0.06
H -0.54297 -2.19038 3.60602 0.03
H 1.00714 -0.48905 -1.04474 0.13
H -1.21698 -1.78246 -0.69345 -0.07
H 5.95572 -4.73571 -1.71249 0.03
H 2.34659 4.10549 -1.06587 -0.08
H 5.28338 1.51961 -2.90958 -0.06
H -7.74175 1.43346 2.42910 -0.04
H -11.97467 1.26666 3.50074 0.03
H -1.72385 -1.51521 -3.01022 -0.01
H 8.70958 -1.60118 -0.51313 0.03
H -3.26247 -0.77885 -1.26309 -0.04
H 1.80035 -5.10718 -4.93926 0.03
H 5.57232 2.42714 -2.98390 0.01
H 4.56101 -3.69900 -2.09327 -0.05
H 0.29441 -2.14885 2.03464 0.02
```

Output
Energy: -455410.6057 eV
Orbital gap: 0.3290 hartree
HOMO level: -8.8 eV

=====

Record 2
The following is a quantum chemistry calculation of an isolated ion of composition C5H8N5 and charge +1, from the OMol25 dataset.

Structure (XYZ):
```
18
Properties=species:S:1:pos:R:3:lowdin_charge:R:1
N -2.32936 0.66773 0.12448 -0.04
N -2.70686 -0.51847 0.21955 0.06
N 1.23660 0.59426 -0.15035 0.14
N 0.83603 -0.79691 -0.15499 -0.10
N 0.58180 2.80644 -0.18856 0.13
C -1.72320 -1.41421 0.07828 -0.13
C -0.44051 -1.01509 0.00019 0.02
C 0.22220 1.52131 -0.12445 -0.37
C 1.61059 -2.04691 -0.05473 0.04
C -1.06298 1.06789 -0.19940 0.12
H 2.20895 0.78693 0.15785 0.19
H 1.98234 -2.15835 0.99479 0.12
H -3.11967 1.30433 0.28768 0.19
H -0.04741 3.59721 -0.23080 0.12
H 2.37527 -2.23454 -0.74748 0.08
H -2.04208 -2.51243 0.15663 0.15
H 0.77746 -2.77407 -0.07953 0.11
H 1.64083 3.12487 -0.08918 0.19
```

Output
Energy: -12751.7617 eV
Orbital gap: 0.2969 hartree
HOMO level: -12.3 eV
Charge: +1

=====

Record 3
The following is a quantum chemistry calculation of an isolated ion of composition C5H13N2 and charge +2, from the OMol25 dataset.

Structure (XYZ):
```
20
Properties=species:S:1:pos:R:3:lowdin_charge:R:1
N 0.03945 1.36335 -0.87139 0.20
N 1.58306 -0.70998 -1.79838 0.32
C 0.83940 -1.01258 -0.56255 -0.08
C -1.34290 -0.47455 0.48722 -0.16
C -1.10262 0.38698 1.63216 -0.20
C -0.45756 -0.10257 -0.72876 -0.24
C -0.04108 0.35360 2.38203 0.07
H 1.97025 0.15253 -2.01454 0.11
H 0.54848 1.57742 -1.71844 0.14
H -0.78626 2.05107 -0.85814 0.22
H 0.77568 1.65485 -0.02041 0.26
H 0.74129 -2.09387 -0.50021 0.16
H 1.36070 -0.61382 0.36888 0.15
H -1.93866 1.07719 1.85503 0.14
H -2.35794 -0.45717 -0.04328 0.16
H -0.10738 0.79319 3.32234 0.07
H 2.33753 -1.46803 -1.96630 0.22
H -1.07776 -0.37418 -1.64839 0.18
H 0.89916 -0.18668 1.93644 0.10
H -1.09416 -1.59134 0.71480 0.17
```

Output
Energy: -8353.3885 eV
Orbital gap (alpha / beta): 0.3625 / 0.1633 hartree
HOMO level (alpha / beta): -17.9 / -17.8 eV
Charge: +2
⟨S²⟩: 0.7552
2S+1: 2

=====

Record 4
The following is a quantum chemistry calculation of the molecule C16H25NO4S, from the OMol25 dataset.

Structure (XYZ):
```
47
Properties=species:S:1:pos:R:3:lowdin_charge:R:1
S -1.34851 0.36843 1.60352 0.70
O -1.05670 1.68315 2.10619 -0.28
O -1.89723 -0.56949 2.53937 -0.28
O -4.32784 1.83505 -1.32428 -0.12
O -0.56851 -2.47957 -0.10884 -0.02
N -2.46436 0.51586 0.32509 -0.25
C 3.48295 1.46898 0.50080 -0.37
C 1.56002 -1.71145 -0.43349 0.05
C 1.19518 0.61415 0.87453 -0.02
C 3.91532 -1.25814 -0.98937 -0.03
C 0.29432 -1.47662 0.12443 -0.23
C 4.82771 0.98360 1.04654 -0.07
C 3.66094 2.26389 -0.79687 -0.05
C 2.44590 0.37805 0.33079 -0.15
C -2.52697 -3.80009 -0.10722 -0.06
C -3.78208 0.86833 0.82975 -0.18
C -3.04101 1.51924 -1.79602 -0.18
C -4.75396 0.91220 -0.34861 -0.18
C -1.88625 -2.52574 0.42192 -0.24
C 0.12278 -0.26623 0.79391 -0.18
C 2.62477 -0.83506 -0.35402 -0.19
C -2.02011 1.48597 -0.65645 -0.18
H -3.05452 0.53665 -2.29232 0.13
H -1.85215 -2.53256 1.51530 0.11
H -4.06957 0.10836 1.55634 0.12
H 4.06451 1.64601 -1.59421 0.07
H -3.74943 1.84913 1.32472 0.14
H -2.44857 -1.64277 0.10252 0.10
H -1.93159 2.48113 -0.19788 0.13
H -1.95167 -4.66610 0.20871 0.08
H 4.37705 -0.44670 -1.54274 0.07
H 1.00568 1.53370 1.40647 0.11
H 4.67335 0.27224 1.85414 0.09
H 4.61445 -1.59401 -0.22539 0.09
H 5.38408 1.83117 1.44119 0.08
H 3.74146 -2.08584 -1.67235 0.08
H -2.55706 -3.78303 -1.19367 0.08
H -5.73969 1.24604 -0.02231 0.13
H 4.34351 3.09429 -0.63096 0.08
H -1.04110 1.17385 -1.02577 0.13
H 3.07134 2.16071 1.24367 0.13
H 5.43520 0.51793 0.27782 0.06
H 2.70408 2.66249 -1.12590 0.08
H -3.53866 -3.88623 0.27735 0.08
H -2.78239 2.29196 -2.52143 0.13
H -4.83171 -0.09177 -0.79282 0.13
H 1.67700 -2.65116 -0.95213 0.13
```

Output
Energy: -37511.9490 eV
Orbital gap: 0.3411 hartree
HOMO level: -8.6 eV
SMILES string: CCOc1cc(C)c(C(C)C)cc1S(=O)(=O)N1CCOCC1

=====

Record 5
The following is a quantum chemistry calculation of C41H67BFN5O4P2Ti as an isolated structure, from the OMol25 dataset.

Structure (XYZ):
```
122
Properties=species:S:1:pos:R:3:lowdin_charge:R:1
Ti -0.01322 0.18891 1.22139 0.89
P 2.38679 1.02441 2.86053 1.16
P -2.78034 -0.19912 1.47542 1.16
F -0.70180 2.08176 -5.04542 0.08
O 2.14805 0.21296 -0.41779 -0.05
O 0.73102 -1.56291 1.20390 -0.18
O -0.67853 -0.22728 -0.60192 -0.16
O 0.94290 -3.74735 0.72749 0.13
N 0.65222 -2.95323 -3.30067 -0.01
N 1.19777 0.30223 -9.27903 0.06
N 0.11373 0.16702 -6.96758 -0.09
N 0.19525 0.85688 4.41077 -0.01
N -1.80349 -0.08710 3.89948 -0.04
C 0.34422 -0.93758 -9.11733 -0.06
C 0.40041 1.53958 -8.95890 -0.07
C 0.09905 1.55165 -7.45193 -0.13
C -3.73477 1.39882 1.39228 -0.65
C 3.46887 2.55420 2.75906 -0.67
C -3.95137 -1.19614 -0.84701 -0.07
C 2.55783 3.75566 2.46382 -0.09
C -0.41573 0.56822 -3.29448 0.11
C 2.47939 -1.48751 4.00333 -0.07
C -3.12524 2.33882 2.44526 -0.07
C -0.36364 0.84991 -4.62715 -0.18
C -4.93281 -2.04193 1.31000 -0.07
C -0.09052 -0.71207 -2.83480 -0.04
C 2.44124 -4.09331 -4.61041 -0.05
C 4.59019 -0.18999 4.25642 -0.08
C 3.94434 -1.13332 2.03163 -0.09
C 3.41615 -0.47713 3.31915 -0.66
C 0.97129 -4.06154 -4.22762 -0.17
C 4.24814 2.84474 4.05123 -0.08
C -0.14081 -1.02257 -1.41690 -0.29
C -2.49355 0.46224 7.52948 -0.08
C 0.02290 -0.10871 -5.58084 -0.13
C -3.65152 -1.59045 0.60646 -0.67
C -0.58083 0.80596 5.57418 -0.16
C 0.75293 -3.17239 -1.98785 0.06
C 0.29946 -1.68920 -3.75919 -0.10
C -1.26909 1.05301 7.83757 -0.08
C -2.77887 0.03127 6.23697 -0.01
C 0.06068 2.20066 0.61541 -0.22
C -1.80737 0.21356 5.26452 -0.17
C -5.22934 1.24677 1.68358 -0.08
C -2.66149 -2.76370 0.59696 -0.07
C 1.53228 1.38196 4.44842 -0.30
C 0.36279 -1.36508 -5.11915 0.06
C -2.90493 -0.71338 3.23167 -0.27
C -3.52709 2.02712 -0.01008 -0.08
C -0.29394 1.23185 6.86167 0.00
C -0.56862 -0.72483 -7.90716 -0.12
C 0.71101 -2.61381 0.40024 -0.56
C 0.42717 -2.26019 -1.02702 -0.05
C 4.46004 2.41174 1.59559 -0.08
B -0.55134 0.31078 3.30877 -0.48
H -4.71079 -0.41609 -0.91026 0.07
H 0.67811 -4.98050 -3.72950 0.13
H 5.40784 0.32691 3.74911 0.07
H -3.62762 3.30555 2.36169 0.10
H -1.52743 -0.29796 -8.21879 0.14
H 1.76178 3.88439 3.20213 0.08
H -2.44364 -3.14031 1.59879 0.10
H 2.99089 -2.45428 4.04340 0.10
H 0.97665 2.44278 0.07442 0.00
H -4.33239 -2.07206 -1.38394 0.09
H -5.42707 0.69541 2.60604 0.08
H -0.49851 1.48581 -9.56726 0.14
H -3.72869 -0.43949 6.01030 0.11
H 1.54934 -1.63640 3.46330 0.06
H -4.33567 1.76137 -0.69269 0.07
H 4.46475 -0.43010 1.37465 0.07
H -4.77621 -2.25317 2.36932 0.08
H -3.26963 1.97636 3.46487 0.09
H -5.26542 -2.97438 0.84212 0.10
H -5.76110 0.76019 0.86635 0.07
H -0.78482 -1.68459 -7.45111 0.13
H -3.23415 0.33311 8.30821 0.11
H 0.32782 -3.96585 -5.09689 0.11
H 1.59225 0.34692 -10.21675 0.19
H 3.12552 -1.61420 1.48994 0.06
H -2.84891 -1.80075 3.29086 0.10
H -3.85811 -0.41058 3.66868 0.10
H 4.55089 3.89595 4.04103 0.09
H 2.09134 0.92372 5.26710 0.09
H 3.95458 2.19466 0.64973 0.06
H 2.24340 -1.20163 5.03124 0.09
H 2.69938 -0.54753 -0.19436 0.05
H -0.72060 1.33244 -2.58790 0.15
H -2.58728 1.72385 -0.47567 0.04
H 0.85983 2.12026 -6.92181 0.14
H -3.05522 -0.84166 -1.36558 0.07
H 5.15231 2.24679 4.13591 0.06
H -5.74197 -1.32300 1.21827 0.07
H 0.65389 1.69711 7.10647 0.11
H 1.97443 0.24332 -8.62162 0.18
H -5.66263 2.24449 1.80478 0.10
H 4.98193 -1.14772 4.61564 0.10
H -0.85750 2.05600 -7.30666 0.13
H 3.17064 4.66246 2.48519 0.09
H -1.07097 1.37423 8.85258 0.11
H -0.02149 2.89826 1.45127 0.00
H 2.76036 -3.15166 -5.06384 0.07
H 0.97039 2.41284 -9.26073 0.14
H 2.69242 0.97801 -0.20299 0.03
H -3.09256 -3.59000 0.02322 0.10
H -1.72120 -2.49016 0.12735 0.05
H -0.21582 -1.07713 -10.03854 0.14
H -3.51420 3.11776 0.07243 0.09
H -2.05931 2.50107 2.29135 0.06
H 4.65623 -1.92103 2.29416 0.10
H 1.02611 -1.77250 -8.98331 0.14
H 5.20674 1.63713 1.78009 0.07
H 4.30077 0.39402 5.13377 0.08
H 0.72110 -2.09437 -5.83296 0.11
H -0.77246 2.40507 -0.06175 -0.01
H 2.09950 3.68779 1.48191 0.05
H 2.62118 -4.90018 -5.32117 0.09
H 3.65605 2.69237 4.95544 0.08
H 4.99415 3.35687 1.45240 0.10
H 1.10915 -4.15171 -1.68364 0.16
H 3.06557 -4.27204 -3.73358 0.09
H 1.52818 2.45694 4.63539 0.09
```

Output
Energy: -104323.1184 eV
Orbital gap: 0.2290 hartree
HOMO level: -11.3 eV
Charge: +2

=====

Record 6
The following is a quantum chemistry calculation of C7H13ClNO4PS as an isolated structure, from the OMol25 dataset.

Structure (XYZ):
```
28
Properties=species:S:1:pos:R:3:lowdin_charge:R:1
Cl -0.08989 0.17661 2.00891 0.58
S -2.99657 2.27962 -1.94588 0.90
P -2.96961 -0.50574 -2.09970 0.55
O -1.78358 2.89828 -1.07032 -0.32
O -4.12749 -0.83200 -2.92466 -0.37
O -2.20790 0.87170 -2.45423 -0.51
O -3.02611 3.11327 -3.10084 -0.34
N 2.98652 -1.25174 0.28261 0.00
C 4.50865 -2.55490 1.21708 -0.11
C 3.52788 -1.63672 1.47844 -0.15
C -2.09714 1.92383 1.17871 -0.24
C 3.60790 -1.91382 -0.74065 -0.14
C -1.80416 0.68689 2.03407 -0.55
C 4.55941 -2.73103 -0.19289 -0.11
C -1.19404 2.08688 -0.03700 -0.28
H -2.01634 0.90393 3.07258 0.07
H -0.29313 2.61790 0.25139 0.12
H -2.05504 2.81409 1.79960 0.12
H 5.12179 -3.04639 1.95323 0.09
H 2.24600 -0.58415 0.17395 0.11
H -1.91610 -1.42099 -2.14398 0.03
H -2.40235 -0.15390 1.70484 0.06
H 5.21889 -3.38271 -0.74044 0.09
H -0.86750 1.13888 -0.45278 0.08
H 3.32170 -1.74805 -1.76476 0.10
H -3.13140 1.83495 0.84629 0.10
H 3.17051 -1.22757 2.40770 0.10
H -3.29091 -0.35713 -0.74128 0.01
```

Output
Energy: -49796.0033 eV
Orbital gap: 0.3185 hartree
HOMO level: -8.4 eV

=====

Computed F_max, in the same sequence as the records: 0.1288 0.1466 0.1221 0.0213 0.0250 0.0081 Eh/bohr.